No. 1
23
Properties=species:S:1:pos:R:3:forces:R:3:lowdin_charge:R:1 method="wB97M-V/def2-TZVPD" homo_lumo_gap_ev=8.783 total_charge=+1 energy_ha=-521.04327 multiplicity=1 homo_ha=-0.5068 mol_weight_g_mol=155.20
C 2.658 1.544 0.435 1.143 2.924 -1.769 0.054
C 1.849 0.537 0.384 1.141 -2.919 0.545 -0.187
C -0.680 -0.582 -1.235 0.507 -0.619 0.000 -0.094
C -1.555 -1.788 -1.533 -0.121 0.563 -0.767 -0.337
C 0.471 0.599 0.708 -2.934 -0.833 1.562 -0.151
C -0.214 -0.774 1.378 1.056 1.616 -1.278 -0.108
C -0.214 0.222 -2.433 -2.819 0.390 1.423 0.041
C -1.289 -0.710 2.440 -1.842 -0.243 -2.184 -0.024
N -1.812 -2.069 -2.731 -0.305 0.210 1.120 0.242
N -0.334 -0.317 -0.022 -1.201 -1.449 -0.806 0.042
F -2.066 -2.337 -0.429 -0.009 -0.098 -0.130 0.121
H 3.684 1.484 0.133 0.555 -0.530 0.334 0.072
H 2.346 2.608 0.356 -0.274 -0.834 0.846 0.099
H 2.204 -0.536 0.270 -0.081 1.451 -0.026 0.153
H -0.032 1.559 0.934 0.344 -0.616 -0.090 0.183
H 0.591 -1.510 1.572 -0.661 0.231 -0.698 0.163
H -1.107 0.983 -2.602 1.791 -1.643 -0.359 0.167
H 0.613 0.787 -2.091 1.052 0.596 -0.159 0.062
H -0.022 -0.521 -3.216 -0.201 0.785 -0.147 0.100
H -2.116 0.012 2.164 1.140 -0.586 0.552 0.117
H -0.636 -0.376 3.168 0.391 1.001 2.492 0.058
H -1.781 -1.663 2.770 0.789 0.645 -0.709 0.109
H -2.564 -2.755 -2.884 0.538 -0.041 0.246 0.116

=====

No. 2
89
Properties=species:S:1:pos:R:3:forces:R:3:lowdin_charge:R:1 method="wB97M-V/def2-TZVPD" smiles="NC(N)(N)CN(Cl)S(=O)(=O)F.O=C1OCCO1.O=C1OCCO1.O=C1OCCO1.O=C1OCCO1.O=C1OCCO1.O=C1OCCO1.O=C1OCCO1" homo_lumo_gap_ev=9.012 energy_ha=-3805.85448 multiplicity=1 homo_ha=-0.3235 mol_weight_g_mol=823.06
N -4.374 -1.591 -4.164 0.132 -0.026 -0.061 0.082
C -4.095 -1.139 -2.807 0.082 0.018 0.087 -0.678
N -5.377 -0.923 -2.174 -0.109 -0.002 -0.144 0.105
N -3.226 -2.152 -2.216 -0.080 -0.112 -0.134 0.105
C -3.405 0.258 -2.746 -0.076 -0.303 0.207 -0.206
N -1.932 0.197 -2.728 0.245 0.460 -0.496 -0.607
Cl -1.285 0.037 -4.317 -0.078 -0.120 0.034 0.727
S -1.131 1.333 -1.837 -0.188 -0.196 0.108 0.523
O 0.032 1.791 -2.499 0.041 -0.105 0.049 -0.277
O -1.117 0.898 -0.489 -0.098 0.187 0.040 -0.227
F -2.148 2.543 -1.863 0.105 0.031 -0.074 -0.157
H -3.506 -1.743 -4.665 -0.006 0.044 0.008 0.052
H -4.907 -0.887 -4.662 -0.035 -0.024 0.036 0.080
H -5.945 -1.758 -2.289 -0.005 0.024 0.020 0.053
H -5.263 -0.789 -1.173 -0.021 0.028 -0.063 0.045
H -3.483 -3.041 -2.632 -0.069 0.063 0.146 0.048
H -3.430 -2.239 -1.226 0.123 0.113 0.022 0.084
H -3.718 0.841 -3.614 -0.067 0.138 0.129 0.109
H -3.732 0.778 -1.847 0.087 -0.102 0.062 0.115
C 0.306 4.196 -0.072 -0.017 -0.109 0.049 -0.111
C 0.425 3.811 1.391 -0.084 -0.024 -0.025 -0.098
O 1.650 4.455 1.768 0.017 0.019 0.012 0.065
C 1.873 5.481 0.922 0.018 -0.012 0.042 -0.568
O 2.722 6.305 1.075 -0.024 0.004 -0.031 0.144
O 1.013 5.445 -0.114 0.030 0.025 0.012 0.072
H -0.716 4.348 -0.407 0.017 0.072 -0.003 0.127
H 0.812 3.487 -0.728 -0.011 0.023 -0.016 0.117
H -0.382 4.223 1.999 -0.008 -0.008 -0.005 0.135
H 0.505 2.742 1.561 0.071 0.007 -0.009 0.133
C 5.812 5.818 1.856 -0.075 -0.050 0.106 -0.095
C 6.048 5.960 3.347 -0.164 -0.029 0.002 -0.099
O 7.481 5.881 3.435 0.022 0.005 0.018 0.050
C 8.000 6.238 2.239 0.028 -0.020 -0.002 -0.578
O 9.162 6.427 2.043 0.004 0.013 0.051 0.142
O 7.035 6.343 1.311 0.024 -0.006 -0.014 0.071
H 4.957 6.377 1.494 0.078 0.061 -0.084 0.106
H 5.721 4.773 1.556 -0.004 0.003 -0.009 0.136
H 5.726 6.930 3.728 0.023 0.010 -0.010 0.135
H 5.601 5.164 3.935 0.061 -0.028 0.003 0.118
C -4.549 -5.982 -3.369 0.013 -0.145 -0.044 -0.096
C -5.778 -6.179 -4.235 0.044 0.038 -0.043 -0.100
O -6.795 -5.517 -3.462 0.010 0.030 0.025 0.070
C -6.204 -4.612 -2.662 -0.068 0.190 0.004 -0.564
O -6.776 -3.777 -2.029 0.019 -0.222 -0.075 0.143
O -4.862 -4.772 -2.667 -0.025 -0.126 0.052 0.027
H -3.628 -5.847 -3.929 -0.015 0.059 -0.009 0.136
H -4.425 -6.784 -2.640 0.015 0.007 -0.009 0.134
H -5.693 -5.673 -5.197 0.002 -0.008 -0.003 0.139
H -6.044 -7.217 -4.392 -0.052 0.023 0.049 0.104
C 11.767 7.832 3.521 -0.038 -0.081 -0.026 -0.113
C 11.880 7.397 4.969 -0.090 -0.014 -0.019 -0.115
O 13.127 7.976 5.366 0.013 0.018 0.022 0.052
C 13.393 9.026 4.550 0.014 0.013 0.007 -0.578
O 14.269 9.810 4.723 -0.022 -0.021 -0.006 0.160
O 12.522 9.052 3.518 0.023 0.013 0.000 0.060
H 10.751 8.018 3.190 0.019 0.065 -0.010 0.113
H 12.241 7.126 2.838 -0.008 -0.001 -0.001 0.135
H 11.086 7.817 5.590 -0.004 -0.006 -0.004 0.131
H 11.920 6.320 5.106 0.058 0.003 -0.010 0.130
C -8.306 -2.905 1.215 0.022 -0.049 0.065 -0.105
C -8.161 -2.251 2.580 -0.049 -0.013 -0.015 -0.106
O -6.800 -1.794 2.552 -0.027 0.048 -0.039 0.067
C -6.432 -1.652 1.261 0.099 -0.131 -0.143 -0.565
O -5.417 -1.150 0.888 0.054 0.116 0.241 0.144
O -7.356 -2.172 0.437 -0.087 0.068 -0.021 0.053
H -9.290 -2.805 0.767 0.010 0.064 -0.003 0.135
H -8.009 -3.954 1.223 -0.016 -0.005 -0.006 0.134
H -8.815 -1.386 2.699 -0.003 -0.005 0.000 0.132
H -8.292 -2.930 3.417 0.055 -0.013 -0.004 0.131
C 6.858 2.046 4.500 0.050 -0.020 0.039 -0.113
C 6.564 0.635 4.981 0.038 -0.002 -0.053 -0.112
O 5.301 0.796 5.634 -0.027 -0.017 0.001 0.060
C 4.685 1.889 5.128 -0.017 0.005 0.005 -0.570
O 3.561 2.200 5.343 0.031 -0.010 -0.005 0.173
O 5.541 2.583 4.337 0.009 0.082 -0.026 0.035
H 7.387 2.092 3.552 -0.048 -0.002 -0.025 0.133
H 7.388 2.639 5.247 0.011 -0.007 -0.005 0.135
H 6.443 -0.067 4.155 0.013 0.000 -0.001 0.133
H 7.290 0.248 5.690 -0.029 0.025 0.041 0.132
C -6.713 -11.920 -6.382 0.027 -0.059 0.021 -0.107
C -6.604 -11.834 -4.870 -0.060 -0.023 -0.014 -0.109
O -5.739 -10.704 -4.697 -0.014 0.033 0.013 0.060
C -5.818 -9.929 -5.801 0.024 -0.001 -0.021 -0.567
O -5.347 -8.840 -5.896 -0.015 -0.048 0.016 0.153
O -6.505 -10.558 -6.775 0.028 0.012 -0.020 0.066
H -7.683 -12.253 -6.741 -0.019 0.056 0.004 0.133
H -5.925 -12.532 -6.821 -0.009 -0.012 0.004 0.134
H -7.562 -11.613 -4.396 -0.002 -0.016 -0.001 0.133
H -6.155 -12.706 -4.404 0.053 0.023 -0.012 0.132

=====

No. 3
20
Properties=species:S:1:pos:R:3:forces:R:3:lowdin_spin:R:1 method="wB97M-V/def2-TZVPD" s_squared=2.006 homo_lumo_gap_ev="6.875 / 8.238" total_charge=+1 energy_ha=-328.13660 multiplicity=3 homo_ha="-0.3638 / -0.5369" mol_weight_g_mol=110.18
C -0.192 0.791 2.503 2.073 0.309 0.188 0.000
C -0.161 1.640 1.266 -0.688 -4.262 -2.181 -0.001
C 0.945 -1.215 -1.147 -5.065 4.974 -0.517 0.806
C -0.134 1.062 0.066 0.590 -3.410 0.500 0.002
C -0.156 -0.215 -0.789 0.481 -1.481 -0.224 0.093
C 1.886 -1.640 -0.265 6.232 -3.284 4.848 0.863
C -1.515 -0.837 -1.108 0.200 -0.201 -0.765 0.035
N -0.126 1.161 -1.366 -1.146 2.120 0.093 0.049
H -1.035 1.002 3.205 0.624 -0.577 -0.809 0.000
H 0.146 -0.270 2.271 -1.360 1.134 0.383 0.001
H -0.065 2.635 1.231 0.054 3.878 0.638 0.000
H 0.948 -1.677 -2.025 -0.740 -1.345 -3.996 0.045
H 2.688 -2.409 -0.498 -1.412 1.130 0.218 0.038
H 0.736 1.186 2.971 -0.567 -0.248 0.563 0.000
H 2.030 -1.073 0.621 0.455 0.311 0.653 0.052
H -1.582 -1.429 -2.092 0.204 1.504 1.136 0.000
H -2.304 -0.097 -0.914 -0.131 -0.394 -0.419 0.008
H -1.603 -1.602 -0.386 -0.524 -0.869 1.039 0.003
H -1.076 1.352 -1.642 -0.189 0.623 -0.924 0.002
H 0.570 1.637 -1.901 0.909 0.087 -0.425 0.003

=====

No. 4
34
Properties=species:S:1:pos:R:3:forces:R:3:lowdin_charge:R:1 method="wB97M-V/def2-TZVPD" smiles="COc1ccc(CC(=O)Nc2cc(Cl)ccc2O)cc1" homo_lumo_gap_ev=8.633 energy_ha=-1320.68712 multiplicity=1 homo_ha=-0.3027 mol_weight_g_mol=291.73
C 5.649 2.087 -0.770 0.097 0.184 0.113 -0.091
H 4.918 2.852 -0.486 0.027 -0.038 0.003 0.095
O 5.031 0.990 -1.396 -0.192 -0.298 -0.093 -0.084
C 4.119 0.265 -0.691 -0.089 -0.078 0.021 -0.275
C 3.730 0.524 0.617 0.259 0.285 -0.164 -0.015
C 2.791 -0.288 1.232 -0.049 -0.261 -0.101 -0.048
C 2.227 -1.368 0.571 0.154 0.053 0.237 -0.249
C 2.620 -1.619 -0.742 0.076 0.110 0.053 -0.020
C 3.551 -0.819 -1.365 0.110 0.146 -0.015 0.008
H 3.861 -1.010 -2.380 0.037 -0.030 -0.130 0.120
H 2.185 -2.452 -1.274 -0.043 -0.109 -0.090 0.123
C 1.179 -2.227 1.219 -0.117 -0.097 -0.161 -0.056
H 1.185 -2.092 2.302 0.015 -0.037 0.004 0.126
C -0.209 -1.863 0.693 0.417 -0.069 0.317 -0.451
O -0.958 -2.666 0.190 -0.237 -0.210 -0.171 0.084
N -0.486 -0.541 0.870 0.161 0.471 0.231 0.155
C -1.625 0.172 0.512 -0.194 0.313 0.008 -0.146
C -2.724 -0.394 -0.118 -0.065 -0.022 -0.039 -0.025
C -3.816 0.400 -0.432 0.230 0.277 0.165 -0.676
C -3.838 1.749 -0.130 -0.037 -0.153 -0.053 -0.115
C -2.740 2.314 0.500 0.157 -0.141 0.039 -0.025
C -1.639 1.543 0.823 -0.320 -0.078 -0.163 -0.251
O -0.534 2.062 1.447 0.061 -0.059 0.020 0.053
H -0.669 3.004 1.598 0.038 -0.114 -0.014 0.111
H -2.745 3.368 0.743 0.015 0.101 0.029 0.115
H -4.694 2.353 -0.380 -0.095 0.038 -0.036 0.103
Cl -5.176 -0.317 -1.219 -0.226 -0.124 -0.130 0.673
H -2.715 -1.445 -0.356 -0.015 -0.016 -0.009 0.102
H 0.239 0.037 1.279 -0.030 -0.202 -0.114 0.124
H 1.347 -3.281 0.995 -0.104 0.062 0.057 0.127
H 2.511 -0.075 2.255 -0.036 -0.007 0.110 0.117
H 4.148 1.351 1.170 0.066 0.081 0.012 0.102
H 6.332 2.501 -1.510 -0.037 0.008 0.090 0.093
H 6.217 1.779 0.114 -0.035 0.014 -0.026 0.095